1.
# C41H26CaF5N3OPS2

A structure of composition C41H26CaF5N3OPS2 at a distorted geometry (ωB97M-V/def2-TZVPD, the OMol25 dataset).

Last column: Löwdin charge in e.
Geometry (Å):
Ca 0.3128 -0.5623 0.7155  1.19
S -4.3950 -0.6921 -0.0539  0.96
S -0.0660 -3.0580 -0.6062  0.53
P -1.2754 1.2304 -2.3771  0.98
F -4.7365 -5.1607 2.4240  0.10
F -3.5868 -2.7892 3.1338  0.11
F -1.4881 -1.8456 1.7903  -0.03
F -1.6143 -5.6433 -1.0323  0.08
F -3.7047 -6.5578 0.3302  0.10
O 1.1232 0.2156 -1.0605  -0.16
N -0.3091 1.8564 1.1045  0.10
N -2.0850 2.7169 2.1309  0.19
N -2.0090 0.3823 -0.7671  -0.13
C 1.9794 -0.3384 2.4098  -0.27
C 0.4320 4.6189 4.0934  -0.10
C -3.1465 -5.3901 0.6853  -0.14
C 1.2299 2.7277 -5.5380  -0.08
C -1.8018 3.8178 -1.2339  -0.08
C -3.1923 3.0705 -3.0410  -0.08
C -2.1473 2.8264 -2.1483  -0.25
C 2.7371 0.3030 4.6822  -0.14
C -1.4292 -3.6955 0.3097  -0.59
C -3.6747 -4.6893 1.7526  -0.15
C -0.8581 4.2675 3.7358  -0.03
C -3.2234 -2.2973 -4.3531  -0.12
C -2.4845 0.9652 0.4198  -0.36
C -1.9775 -1.7900 -4.9119  -0.14
C 1.4136 3.1125 2.4588  0.00
C -3.8991 4.2650 -2.9885  -0.08
C -0.0113 2.5296 -4.9712  -0.05
C 2.3794 1.7105 -3.6612  -0.01
C 1.7531 -0.1019 3.7828  -0.20
C -0.9819 3.3247 2.7202  -0.18
C -1.6170 1.8558 1.1936  -0.32
C 0.1196 2.7655 2.0818  -0.21
C 1.5535 4.0447 3.4688  -0.08
C 1.1067 1.5445 -3.0999  -0.20
C 2.4221 2.3215 -4.8934  -0.08
C -2.0046 -3.0462 1.3866  -0.25
C -3.0913 -3.4962 2.1097  -0.17
C -2.0571 -4.8992 -0.0108  -0.24
C -0.0689 1.9349 -3.7054  -0.19
C -3.8692 -1.7023 -3.3442  -0.08
C -2.0962 0.0814 -3.3336  -0.30
C -3.3330 -0.4706 -2.6522  -0.34
C -2.5054 5.0173 -1.1898  -0.09
C 3.3234 -0.1385 2.0254  -0.20
C -3.6507 0.5434 0.9142  -0.38
C 4.0419 0.4956 4.2385  -0.14
C -3.5632 5.2413 -2.0586  -0.10
C 4.3350 0.2679 2.8980  -0.14
C -2.9300 -0.7188 -1.1930  -0.49
C 0.5841 0.9348 -1.8801  -0.31
C -1.4599 -0.6568 -4.3841  -0.13
H -4.1227 0.2985 -2.6012  0.11
H 5.3490 0.4060 2.5359  0.08
H -4.7932 -2.1312 -2.9671  0.09
H 3.6142 -0.2936 0.9849  0.07
H -4.7178 4.4334 -3.6779  0.10
H -3.0565 2.8987 2.3094  0.16
H -3.4523 2.3032 -3.7642  0.10
H -0.9100 2.8315 -5.4977  0.11
H 2.2696 2.6314 2.0019  0.11
H -1.7201 4.6971 4.2301  0.10
H -1.4750 -2.3182 -5.7098  0.07
H -0.9511 3.6874 -0.5792  0.10
H -4.1151 6.1726 -2.0182  0.10
H -2.4414 -1.6881 -1.1101  0.06
H 2.5460 4.3236 3.7981  0.10
H 4.8174 0.8127 4.9272  0.08
H -0.5212 -0.2895 -4.7886  0.10
H -3.6481 -3.2039 -4.7750  0.09
H 1.3015 3.2036 -6.5098  0.10
H 0.5804 5.3418 4.8856  0.09
H 2.4896 0.4742 5.7251  0.08
H 3.3714 2.4880 -5.3868  0.10
H -2.2152 5.7799 -0.4765  0.10
H 3.2769 1.3692 -3.1605  0.12
H -4.0636 0.8247 1.8729  0.07
H 0.7479 -0.2246 4.1895  0.07

Forces on atoms 1 to 6 (eV/Å):
Ca -1.131 -0.974 0.877
S -0.024 -0.147 -0.046
S -0.391 -0.164 0.382
P 0.509 0.255 -0.049
F 0.028 -0.002 -0.021
F 0.069 0.032 -0.053

Energy above the lowest of the compared OMol25 structures with the same formula, charge and spin = 39.62 kcal/mol
Net charge = -1
DFT total energy = -112443.4802 eV

---

2.
# C41H28F8O13

A cluster of 7 separate species, C41H28F8O13 in total at a distorted geometry (ωB97M-V/def2-TZVPD, the OMol25 dataset).

Last column: Löwdin charge in e.
Geometry (Å):
F 9.3197 17.1090 13.5346  0.15
F 9.7377 16.8410 9.1277  0.11
F 6.9547 15.3033 10.5407  0.12
F 7.5924 17.2196 11.0884  0.11
F 11.8377 16.5312 14.3625  0.10
F 8.5813 14.9355 8.6765  0.10
F 11.5295 14.4372 13.8810  0.05
F 9.3936 15.3404 14.7846  0.14
O 7.4828 16.3486 17.4019  0.08
O 5.6107 18.3470 12.9647  0.11
O 9.7917 12.0095 12.0282  0.04
O 6.3255 12.7798 13.3031  0.05
O 11.2457 9.8484 16.4548  0.11
O 6.7814 18.9834 8.5462  0.09
O 8.4598 13.2307 22.0947  0.09
O 7.5388 23.8956 10.4488  0.10
O 11.4824 12.2996 6.4009  0.12
O 13.2207 13.3859 11.2654  0.10
O 10.4657 12.9376 17.3098  0.13
O 5.1041 12.3666 8.1884  0.13
O 9.1921 15.6237 11.1919  0.07
C 9.4290 10.5360 15.3041  0.03
C 6.9264 16.7461 16.3900  -0.35
C 4.7871 13.3754 11.5643  0.00
C 11.8812 11.4851 8.6108  0.02
C 11.8451 11.3332 14.7794  0.05
C 12.1932 11.7166 9.8581  0.01
C 7.2439 21.1918 8.0750  0.02
C 10.1096 11.6142 13.1688  -0.34
C 8.7035 14.2699 20.0241  0.03
C 9.1999 14.1988 18.7746  0.03
C 5.9185 12.5896 12.1375  -0.33
C 9.7402 11.7799 19.1773  0.00
C 5.5643 16.4421 14.3271  0.04
C 6.5981 11.5918 11.2218  0.02
C 11.5124 11.7084 13.5484  0.00
C 11.7054 12.5668 7.5503  -0.40
C 5.8455 17.8590 14.0331  -0.39
C 12.7495 13.1095 10.1982  -0.35
C 10.8462 10.6152 15.6217  -0.43
C 9.1003 11.0089 14.1051  0.04
C 7.0947 18.1944 16.1065  0.01
C 11.1873 15.7236 13.4814  -0.23
C 6.3466 11.5232 9.9286  0.02
C 8.8288 13.1167 20.9398  -0.38
C 7.1138 20.3089 10.4417  -0.02
C 7.0846 20.0771 8.9990  -0.39
C 9.6540 15.8193 13.5619  -0.50
C 6.1208 15.9226 15.4298  0.04
C 4.5405 13.3461 10.2545  0.03
C 12.6234 14.1103 9.1078  0.03
C 7.2665 22.7880 10.0395  -0.33
C 7.2816 22.4564 8.5697  0.03
C 6.5979 18.7191 15.0170  0.03
C 7.1329 21.4877 10.9307  0.03
C 8.9557 15.0690 12.5059  -0.02
C 9.2694 11.7926 20.3976  0.01
C 5.3335 12.4360 9.3522  -0.41
C 12.0195 13.9168 7.9441  0.01
C 9.8738 12.9871 18.3490  -0.40
C 8.0972 16.0641 10.5383  -0.51
C 8.5499 16.2207 9.0862  -0.29
H 13.0490 15.0731 9.2526  0.11
H 7.8573 15.0490 12.6944  0.15
H 7.1608 21.6383 12.0295  0.13
H 7.2637 10.8810 11.7296  0.11
H 9.0449 15.0329 18.0454  0.11
H 12.8157 11.4274 15.2020  0.12
H 3.8365 13.9582 9.6694  0.13
H 6.6152 19.7536 14.7132  0.12
H 4.2773 14.0449 12.2452  0.11
H 7.4176 23.3273 7.9746  0.10
H 8.0485 15.0483 20.4222  0.13
H 8.7536 10.1696 16.0636  0.13
H 7.1863 21.0018 6.9767  0.14
H 8.1120 11.0606 13.7133  0.08
H 7.0311 19.4119 11.0253  0.09
H 11.6067 15.8129 12.4821  0.17
H 6.0608 14.9098 15.7439  0.11
H 9.4304 14.0816 12.5872  0.12
H 7.6180 18.7218 16.8876  0.12
H 5.0144 15.8998 13.5487  0.12
H 9.0695 10.8255 20.9528  0.15
H 12.1495 12.1596 12.7566  0.10
H 12.3834 10.9593 10.5563  0.10
H 7.8666 16.7849 8.4327  0.16
H 11.9189 14.6094 7.1452  0.12
H 11.6213 10.4508 8.2404  0.14
H 6.7598 10.8871 9.1379  0.14
H 10.0333 10.7921 18.7730  0.13

Forces on atoms 1 to 6 (eV/Å):
F -0.418 1.273 0.076
F 0.613 -0.299 -0.692
F 0.933 -0.834 0.282
F 0.920 -0.004 -0.117
F -0.834 0.124 -0.589
F 1.028 -0.219 -0.838

Structure (SMILES) = FC(F)C(F)(F)COC(F)(F)C(F)F.O=C1C=CC(=O)C=C1.O=C1C=CC(=O)C=C1.O=C1C=CC(=O)C=C1.O=C1C=CC(=O)C=C1.O=C1C=CC(=O)C=C1.O=C1C=CC(=O)C=C1
DFT total energy = -91319.7317 eV

---

3.
# C41H29Br4N2O2P2V

A structure of composition C41H29Br4N2O2P2V (ωB97M-V/def2-TZVPD, the OMol25 dataset).

Last column: Löwdin charge in e.
Geometry (Å):
Br -3.6004 4.0245 -5.2803  0.81
Br -3.7597 -1.6518 -4.4223  0.85
Br -1.3016 4.2360 -2.8460  0.85
Br -4.8023 1.0574 -6.1007  0.81
V -0.4277 -0.2559 -1.0755  0.82
P -0.8898 1.0648 0.8925  1.05
P 1.5610 -1.2567 0.1390  1.11
O -0.7025 1.3860 -1.7685  -0.22
O -1.6717 -0.7692 -2.2826  -0.17
N -1.2084 -0.1694 2.0091  -0.06
N -1.4583 -1.6175 0.2023  -0.02
C 1.3346 -5.2226 0.9808  -0.05
C -3.0012 2.4829 -4.4019  -0.73
C 1.0605 -5.2295 2.3408  -0.05
C 1.9579 2.7601 3.2342  -0.05
C 1.3157 -0.3050 -3.5976  -0.04
C -4.5825 2.1089 -0.3952  -0.04
C -2.4102 1.9901 0.6388  -0.31
C -2.4771 -3.7646 0.4330  -0.01
C 1.0900 -2.8269 2.3739  -0.12
C 1.3804 -2.8161 1.0077  -0.36
C 3.0587 -2.0940 -2.2499  -0.04
C 1.4925 -4.0186 0.3102  -0.07
C 2.8716 -0.2724 0.8899  -0.34
C -2.0431 2.6067 -3.4013  -0.64
C 3.1591 0.9646 0.3103  -0.09
C 3.6314 -0.7408 1.9576  -0.07
C 1.1435 -0.5981 -2.2448  -0.22
C -3.7749 3.9489 0.9306  -0.04
C -1.8602 -2.7998 -0.3186  -0.08
C 4.6770 0.0328 2.4444  -0.05
C -3.1018 0.0660 -4.0768  -0.65
C -2.1598 0.2082 -3.0686  -0.36
C 0.3467 2.1516 1.5640  -0.36
C 2.0054 -1.4691 -1.5838  -0.36
C -1.6228 1.4532 -2.7598  -0.36
C 0.6361 3.3150 0.8447  -0.09
C -2.7198 -3.5006 1.7819  -0.01
C 1.5785 4.2009 1.3372  -0.04
C -2.5971 3.2600 1.1823  -0.06
C -3.4117 1.4141 -0.1506  -0.08
C -2.3224 -2.2993 2.3235  0.01
C -4.7594 3.3808 0.1370  -0.04
C 3.2146 -1.8165 -3.5952  -0.02
C 1.0184 1.8639 2.7505  -0.08
C 0.9366 -4.0332 3.0365  -0.06
C -1.6711 -1.3791 1.5070  -0.37
C 4.2050 1.7252 0.7978  -0.06
C -3.5213 1.2138 -4.7453  -0.73
C 2.3574 -0.9269 -4.2599  -0.02
C 2.2311 3.9270 2.5331  -0.04
C 4.9635 1.2595 1.8668  -0.05
H -1.8388 3.7143 1.8057  0.11
H -1.6851 -2.9373 -1.3771  0.13
H 5.2773 -0.3359 3.2653  0.12
H -1.5500 0.0708 2.9309  0.13
H -5.3560 1.6610 -1.0052  0.12
H 4.0261 -2.2751 -4.1446  0.12
H 2.5792 1.3259 -0.5327  0.11
H -2.5025 -2.0619 3.3633  0.13
H 0.8115 0.9532 3.2988  0.10
H 0.9484 -6.1702 2.8633  0.12
H 3.4346 -1.7108 2.3936  0.10
H 0.6595 0.3792 -4.1217  0.12
H 2.9587 4.6279 2.9207  0.12
H 2.5196 -0.7259 -5.3107  0.12
H 1.0001 -1.8941 2.9196  0.10
H 1.7976 5.1093 0.7923  0.12
H 1.4345 -6.1548 0.4414  0.12
H -3.2870 0.4216 -0.5739  0.10
H -5.6710 3.9266 -0.0661  0.12
H 5.7874 1.8522 2.2422  0.12
H 2.4739 2.5495 4.1612  0.12
H 0.7278 -4.0427 4.0983  0.12
H 3.7486 -2.7479 -1.7319  0.13
H -3.9190 4.9330 1.3553  0.12
H 1.7068 -4.0193 -0.7509  0.10
H 4.4353 2.6782 0.3404  0.12
H 0.1178 3.5292 -0.0840  0.09
H -2.7788 -4.6942 -0.0257  0.13
H -3.2249 -4.2308 2.4000  0.13

Forces on atoms 1 to 6 (eV/Å):
Br 0.006 -0.031 0.001
Br 0.008 0.014 -0.002
Br -0.026 -0.026 -0.013
Br 0.009 0.004 0.009
V -0.119 0.024 -0.181
P -0.242 0.034 0.088

Energy above the lowest of the compared OMol25 structures with the same formula, charge and spin = 0.00 kcal/mol
Net charge = +2
DFT total energy = -374485.5145 eV

---

4.
# C41H30Cl2EuN2O7P2

A structure of composition C41H30Cl2EuN2O7P2 at a distorted geometry (ωB97M-V/def2-TZVPD, the OMol25 dataset).

Last column: Löwdin charge in e.
Geometry (Å):
Eu 1.1918 -0.3843 0.9358  1.89
Cl 4.6798 0.8790 -2.4462  0.71
Cl 8.3202 0.6225 1.4932  0.72
P -1.7363 -1.1999 -0.5722  0.78
P -1.1473 1.6930 -0.9997  0.79
O -0.5862 1.7786 4.6989  0.17
O 2.7599 0.1723 -0.3662  -0.29
O 0.5182 1.4019 2.7919  0.04
O -0.9539 -1.1143 0.7072  -0.43
O 1.5134 -2.5163 1.1300  -0.19
O 0.5082 -4.4343 1.7450  0.09
O 0.0298 1.2981 -0.1578  -0.45
N 3.2903 -0.2222 2.2991  0.02
N 0.3760 -1.2121 3.1133  0.04
C -0.9435 -1.0144 5.0872  0.03
C 0.2380 -2.5308 3.1305  -0.15
C -0.7597 -1.4739 -2.0617  -0.29
C -0.2146 -0.4673 4.0486  -0.19
C -3.8146 -2.3974 0.7028  -0.08
C -3.1887 3.5308 -0.3591  -0.08
C 0.6415 1.7465 -3.0807  -0.06
C 0.8086 -3.2704 1.8950  -0.59
C -4.8512 -4.4632 0.0698  -0.06
C -1.2687 2.3667 -5.0118  -0.07
C -4.7418 -3.3937 0.9494  -0.06
C -4.0427 -4.5366 -1.0543  -0.06
C 5.6655 0.1405 1.8979  -0.16
C -1.3400 5.4877 0.3395  -0.06
C -0.7224 -1.5596 -4.4666  -0.05
C 6.3668 0.7173 -0.3405  -0.12
C 5.9117 -0.1261 3.2602  0.00
C -0.0486 0.9910 3.7869  -0.45
C -3.1130 -3.5394 -1.3085  -0.06
C 0.6630 -1.6450 -4.4312  -0.05
C -1.6571 2.1818 -3.6970  -0.08
C 0.0709 2.2502 -5.3608  -0.06
C -1.8254 3.2701 -0.4516  -0.27
C 5.0454 0.6006 -0.7813  -0.58
C 4.8698 -0.4423 4.0867  -0.03
C 1.3355 -1.6587 -3.2210  -0.04
C 3.9923 0.2720 0.0629  -0.38
C -0.7023 1.8533 -2.7359  -0.28
C 4.3225 0.0570 1.4455  -0.13
C -3.6238 4.7686 0.0884  -0.07
C -1.4327 -1.4616 -3.2852  -0.10
C 6.6747 0.4857 0.9703  -0.61
C 3.5730 -0.4682 3.5589  -0.11
C -2.7018 5.7457 0.4341  -0.06
C -3.0039 -2.4665 -0.4308  -0.27
C -2.5095 0.4472 -0.8482  -0.26
C -0.8994 4.2514 -0.1008  -0.06
C 1.0233 1.9542 -4.3980  -0.06
C -0.4793 -3.1704 4.1369  0.04
C 0.6286 -1.5969 -2.0308  -0.07
C -1.0589 -2.4028 5.1311  -0.01
H 2.7332 -0.6943 4.2064  0.10
H -1.4076 -0.3740 5.8231  0.13
H -3.9138 2.7748 -0.6363  0.10
H 1.1667 -1.6913 -1.0953  0.05
H 1.2229 -1.6886 -5.3562  0.12
H 1.3813 1.5308 -2.3176  0.09
H -3.0468 6.7110 0.7803  0.11
H -4.6843 4.9668 0.1711  0.11
H -3.1676 0.4738 -1.7170  0.08
H -4.1280 -5.3753 -1.7317  0.11
H -2.0044 2.6225 -5.7630  0.11
H -3.7022 -1.5675 1.3918  0.11
H -0.5699 -4.2475 4.1115  0.13
H -2.5146 -1.3878 -3.3072  0.12
H 6.9276 -0.0755 3.6256  0.10
H -1.6232 -2.8793 5.9216  0.12
H 5.0315 -0.6659 5.1311  0.11
H -0.4477 2.7084 4.4720  0.15
H -5.5676 -5.2503 0.2652  0.11
H 0.3716 2.3980 -6.3902  0.11
H -0.6240 6.2520 0.6111  0.11
H -3.0882 0.6621 0.0533  0.07
H -1.2440 -1.5555 -5.4143  0.12
H -5.3735 -3.3438 1.8260  0.11
H 2.4158 -1.7189 -3.1925  0.12
H 2.0687 1.8835 -4.6698  0.11
H 7.1391 0.9924 -1.0449  0.11
H -2.4672 -3.6083 -2.1738  0.10
H 0.1596 4.0309 -0.1668  0.12
H -2.6949 2.3218 -3.4123  0.11

Forces on atoms 1 to 6 (eV/Å):
Eu -0.617 1.384 1.361
Cl 0.038 0.035 -0.162
Cl 0.054 0.003 0.015
P -0.470 -0.126 -0.617
P -0.659 0.102 -0.144
O -0.147 -0.106 0.358

Net charge = +1
Multiplicity = 7
DFT total energy = -123271.5573 eV

---

5.
# C41H30Co2F3O7PS

A structure of composition C41H30Co2F3O7PS at a distorted geometry (ωB97M-V/def2-TZVPD, the OMol25 dataset).

Last column: Löwdin charge in e.
Geometry (Å):
Co 1.7326 0.5395 7.9516  0.01
Co -0.1878 -0.8838 8.7423  -0.13
S 1.5030 0.2577 3.4871  0.76
P 0.2708 -2.3140 10.2333  1.00
F 1.7252 -2.3133 3.7024  0.10
F 0.6783 -1.7731 1.8532  0.12
F 2.8406 -1.4497 1.9760  0.11
O 3.3743 -0.5511 10.1839  0.07
O 3.4049 2.9068 7.4522  0.07
O 2.5255 0.4802 4.4831  -0.29
O -2.9170 -0.3963 9.6429  0.02
O -0.1511 -2.6462 6.4238  0.02
O 2.9993 -1.5026 6.2950  0.07
O 1.4372 1.0391 2.2655  -0.33
C 2.3784 -0.6468 6.7838  -0.19
C -1.7673 -4.1741 9.8042  -0.08
C 1.6884 -1.4235 2.6825  -0.61
C 0.5077 2.9332 5.2548  -0.16
C -1.6616 -3.3490 12.0775  -0.08
C 3.3440 -5.6675 9.2911  -0.11
C -1.5329 0.7474 2.4720  -0.04
C 1.3608 4.0491 3.2632  -0.09
C -2.8909 -4.9390 10.1331  -0.10
C -3.1551 -1.4297 3.0817  -0.06
C -4.6583 -0.9727 1.0300  -0.07
C 1.5457 -0.3987 14.2701  -0.12
C 2.6327 -0.2071 9.3537  -0.15
C 0.5352 3.1267 3.8796  -0.09
C 0.4751 0.1163 13.5345  -0.10
C 0.3362 1.2927 7.0975  -0.32
C 1.6036 -4.7651 10.7328  -0.11
C 0.0048 0.2621 4.5008  -0.22
C -1.8317 -0.5984 9.2828  -0.27
C -0.0170 1.6016 5.7573  -0.17
C -2.6490 0.4111 1.6923  -0.06
C -2.7876 -4.1163 12.4041  -0.10
C 0.9485 4.0205 6.0483  -0.04
C -0.0895 -1.8890 7.3119  -0.26
C -3.4022 -4.9129 11.4344  -0.12
C 1.9155 -2.0578 12.5428  -0.09
C 1.5095 -3.6252 9.9188  -0.32
C 1.7765 5.1606 4.0226  -0.11
C -1.2087 -0.0391 3.6077  -0.21
C 2.5327 -5.7694 10.4308  -0.10
C 2.2612 -1.4922 13.7733  -0.10
C 1.4650 5.1779 5.4116  -0.10
C 3.2204 -4.5541 8.4578  -0.07
C 2.3231 -3.5346 8.7867  -0.07
C 0.1049 -0.4658 12.3183  -0.09
C 0.0511 1.0565 8.3978  -0.25
C -3.4414 -0.7067 1.9290  -0.29
C 2.7955 1.9677 7.7725  -0.11
C -2.0535 -1.1510 3.8865  -0.01
C 0.8179 -1.5703 11.8251  -0.34
C -1.1518 -3.3660 10.7719  -0.32
H 1.8050 0.0434 15.2320  0.09
H -2.8797 0.9947 0.8100  0.10
H -1.3580 -4.1935 8.7901  0.11
H 1.6723 6.0894 6.0062  0.09
H 2.4986 -2.8898 12.1519  0.09
H -1.0791 1.3240 5.5325  0.14
H 2.2175 -2.6542 8.1533  0.05
H -0.2737 1.6864 9.2486  0.06
H 1.6362 3.8491 2.2071  0.11
H -0.0945 0.9739 13.8915  0.09
H 0.8379 3.9555 7.1432  0.11
H 4.0667 -6.4519 9.0430  0.09
H -3.8141 -2.2689 3.2506  0.10
H -5.1500 -0.0243 0.7310  0.07
H 3.0909 -1.9078 14.3430  0.09
H 3.8141 -4.4589 7.5467  0.10
H -1.1845 -2.7414 12.8475  0.10
H 2.6280 -6.6411 11.0804  0.09
H -0.9517 1.5937 2.0827  0.09
H -0.7382 -0.0751 11.7387  0.10
H -4.4566 -1.5024 0.0812  0.07
H 0.2955 -0.6142 5.2249  0.11
H -3.3439 -5.5660 9.3644  0.09
H -3.1719 -4.1056 13.4251  0.09
H 0.9467 -4.8789 11.5982  0.11
H 2.2459 6.0279 3.5220  0.08
H -0.0795 2.5039 3.2339  0.06
H -4.2702 -5.5258 11.6845  0.09
H -1.8605 -1.8696 4.6915  0.11
H -5.4087 -1.5881 1.5489  0.06

Forces on atoms 1 to 6 (eV/Å):
Co 5.439 -2.066 1.748
Co -0.811 -1.279 0.355
S -1.175 0.924 0.810
P -0.052 0.925 -0.310
F 0.230 -0.010 -1.041
F 0.727 0.384 0.533

Net charge = -2
DFT total energy = -160860.8569 eV